Entry from the Open Molecules 2025 dataset: a 8-piece molecular cluster, C25H74N7O7 overall in a non-equilibrium geometry (ωB97M-V/def2-TZVPD).

```
113
Properties=species:S:1:pos:R:3:forces:R:3
N -0.1853 -0.4573 -0.7593 0.19 -0.22 -4.06
H 0.2241 -0.7514 -1.6963 -0.80 -0.36 0.84
H 0.3494 -0.9000 -0.0878 1.34 -0.97 2.35
H -1.1701 -0.6246 -0.6640 -0.73 -0.22 -0.08
H -0.0075 0.5056 -0.8437 0.23 1.91 1.02
C -0.1360 1.6085 -4.8620 2.72 2.04 0.54
C 1.2323 0.9045 -4.7681 -0.60 -1.75 -2.11
C 2.3631 1.8014 -4.3111 -0.74 1.31 -1.55
O 2.4149 2.9402 -5.1936 -2.55 0.45 0.08
C 3.0128 4.1320 -4.6513 -1.10 -3.69 4.22
N 1.1863 -0.3518 -3.9490 2.40 1.82 0.54
H -0.9604 0.9831 -4.8063 -1.52 -1.38 -0.63
H -0.0157 2.2674 -5.7134 -0.73 -0.41 -0.72
H -0.3091 2.3792 -4.1198 0.25 -0.06 0.93
H 1.3926 0.5127 -5.8602 0.21 1.08 1.64
H 3.3449 1.4347 -4.4228 1.16 -1.53 0.27
H 2.1767 2.0052 -3.2728 -0.07 0.73 0.71
H 2.8326 5.0172 -5.1607 -0.60 1.30 -0.95
H 3.9560 3.7475 -4.6726 3.70 0.69 -0.18
H 2.8482 4.1209 -3.4652 -0.35 0.80 -2.40
H 2.2016 -0.7197 -4.0751 -2.99 -0.36 0.25
H 0.3774 -0.8372 -4.2949 0.61 -1.17 -0.36
C -2.5130 -3.5910 -1.2975 1.87 1.85 4.54
C -1.3383 -3.9622 -2.0496 1.46 6.19 0.74
C -1.2143 -3.3136 -3.3609 0.33 -1.22 -5.88
O -2.3937 -3.7090 -4.1821 -0.30 -1.00 2.72
C -2.3357 -3.4973 -5.5733 -1.70 -12.51 0.17
N -0.2145 -3.4339 -1.2546 -0.16 0.62 -1.54
H -2.8029 -2.5812 -1.0776 1.56 1.95 -0.20
H -2.5568 -3.9357 -0.2499 0.53 -0.68 -0.47
H -3.4046 -3.7053 -1.6068 -6.27 -2.69 -3.37
H -1.3496 -4.9128 -2.1332 0.34 -6.81 -0.72
H -0.2485 -3.6872 -4.1384 -2.19 1.06 2.81
H -1.1679 -2.2285 -3.2424 0.02 0.13 -0.15
H -1.5772 -4.1570 -6.0147 0.18 0.40 -0.10
H -2.1560 -2.6458 -5.5385 3.46 14.07 -1.53
H -3.2475 -3.6689 -6.1439 -0.40 -0.27 0.79
H 0.5420 -4.0469 -1.3085 1.79 -1.03 -0.41
H -0.5099 -3.5237 -0.3392 -0.60 -0.04 2.44
C -1.1429 3.0730 -1.3180 -3.93 0.56 -1.47
C -1.2837 3.3250 0.1985 -0.72 -1.32 -2.04
C -2.3569 4.2411 0.6969 -0.60 1.14 -1.08
O -2.4789 3.9570 2.0775 -2.23 0.28 0.15
C -3.4791 4.8221 2.7289 2.02 -1.76 -2.67
N -1.5833 2.0232 0.7790 0.86 -1.92 0.70
H -0.7686 2.0891 -1.5595 -0.33 -0.60 0.45
H -0.5143 3.6262 -2.0063 -0.03 1.20 0.55
H -2.3248 3.1383 -1.7612 3.33 -0.37 0.85
H -0.3529 3.7130 0.5748 0.60 -0.36 0.54
H -3.2561 4.3431 0.0006 0.22 -1.28 1.29
H -2.0279 5.2378 0.6034 0.84 1.66 0.06
H -3.2673 4.8069 3.7196 -0.11 -0.61 3.08
H -4.4594 4.7729 2.3590 -1.56 -1.19 -0.08
H -3.1871 5.7296 2.4052 0.94 3.71 -0.81
H -2.4833 1.5234 0.7070 0.28 1.03 -1.55
H -1.7063 2.2800 1.7212 0.29 -0.04 1.87
C 2.1437 2.9712 2.8908 0.91 0.11 -0.88
C 1.3592 1.7300 3.4141 -0.21 4.62 0.12
C 0.0895 2.2511 4.1420 2.18 1.02 1.13
O 0.4452 2.9052 5.3589 2.86 -0.04 -0.42
C -0.4724 3.3016 6.3111 -4.28 -0.19 -4.13
N 0.9034 0.9882 2.3283 -1.97 -4.09 -1.97
H 1.7347 3.3546 1.9746 -1.49 0.50 -0.29
H 3.1023 2.7461 2.3579 0.02 -0.40 1.40
H 2.2532 3.8189 3.5913 0.07 -0.70 -0.16
H 2.0817 1.2734 4.0381 0.13 -1.30 0.84
H -0.3808 1.3369 4.3671 -1.77 -0.90 0.19
H -0.3599 2.9594 3.4213 -0.58 -0.42 0.49
H -0.9140 2.3598 6.7581 0.13 1.44 0.17
H -1.3023 3.8373 5.5049 1.05 -1.18 2.84
H -0.1822 4.1132 6.9576 0.68 -0.28 0.31
H -0.0128 1.2438 1.8427 1.66 0.56 0.91
H 0.6306 0.0071 2.6262 0.74 1.39 -0.45
C 3.9684 -1.8804 -0.1589 0.58 -0.84 -0.61
C 3.3581 -0.8022 0.6986 3.19 -1.05 3.98
C 4.4838 -0.4268 1.7716 -1.13 -0.16 2.59
O 5.0725 -1.5673 2.4099 -1.92 0.43 -1.85
C 5.6895 -1.2423 3.6096 -1.48 1.17 -0.26
N 2.8062 0.3396 0.1215 2.08 -0.57 -5.69
H 3.1446 -2.0464 -0.7790 -1.02 -0.27 -2.27
H 4.0850 -2.9706 0.2089 0.44 2.25 0.36
H 4.8603 -1.4890 -0.7281 -0.89 -0.74 0.52
H 2.5261 -1.2102 1.2200 -0.64 -0.84 0.84
H 4.2733 0.2736 2.6992 -0.70 -0.79 -2.09
H 5.2973 0.0222 1.2899 1.12 1.21 -1.35
H 6.4626 -0.5014 3.4826 0.08 0.74 0.25
H 6.1305 -2.1377 3.6833 2.28 -3.19 1.92
H 4.9480 -1.0742 4.4209 0.59 0.32 -0.33
H 3.4719 1.0632 -0.1106 0.99 -0.36 -1.04
H 2.4244 0.8168 0.8004 -3.74 2.58 4.80
C -2.4675 -1.7316 2.0923 1.91 -3.03 0.87
C -1.3139 -2.2298 2.8743 0.10 -1.90 3.49
C -1.4148 -3.7978 3.1150 -3.02 0.89 2.63
O -1.4431 -4.3415 1.8810 0.59 -1.62 -3.78
C -1.5519 -5.7477 1.8238 3.23 -2.65 2.29
N -0.1157 -2.0539 2.1421 3.62 -2.14 -1.59
H -3.2938 -1.8456 2.6371 -3.61 -0.32 1.98
H -2.5582 -2.2398 1.1990 -0.26 -1.77 -1.78
H -2.3668 -0.8206 1.7671 0.76 5.60 -1.07
H -1.2482 -1.8454 3.9537 -0.15 0.13 -1.62
H -2.4355 -4.1502 3.5411 1.42 1.03 0.28
H -0.6233 -4.1207 3.8265 -0.05 -0.08 -0.72
H -0.4931 -6.2432 2.1775 -2.10 1.22 -0.91
H -1.8167 -6.3912 0.9474 -0.04 1.93 -0.07
H -2.1772 -6.0747 2.6432 -0.65 -0.06 0.14
H -0.2145 -2.9912 1.4993 1.32 2.92 1.62
H 0.8269 -2.1409 2.7457 -2.92 -0.18 -1.67
C -3.5526 0.0957 -2.7104 3.67 -2.32 -1.16
O -3.3122 0.2792 -1.3605 4.07 -0.01 -0.19
H -2.5966 0.4332 -3.1515 -0.98 1.25 -0.53
H -4.4656 0.5547 -2.9148 -1.20 0.63 -1.50
H -3.3682 -0.9755 -3.0903 -1.53 0.79 0.92
H -4.0870 0.1945 -0.9289 -3.93 -0.52 2.50
```
Positions in Å, forces in eV/Å.

Output
LUMO level = -1.77 eV
Energy = -1906.05003 a.u.
Relative energy (zero: lowest compared OMol25 entry of this formula, charge and spin) = 0.0 kcal per mole
Net charge = +1
E_HOMO = -0.411 hartree
Gap between HOMO and LUMO = 9.424 eV


Entry from the Open Molecules 2025 dataset: a 10-piece molecular cluster, C25H75N9O10 overall in a non-equilibrium geometry (ωB97M-V/def2-TZVPD).

```
119
Properties=species:S:1:pos:R:3:forces:R:3
C 0.3271 3.2440 -2.8845 -0.46 -0.90 -0.48
O -0.6352 4.0807 -2.2954 0.22 -0.24 -0.16
C -0.0193 5.3219 -2.0425 -1.00 0.12 0.42
C -1.1018 6.2236 -1.5028 -0.24 0.07 -0.19
C -2.2692 6.4850 -2.5135 1.08 -0.58 1.31
N -0.4282 7.4056 -1.0210 0.07 1.12 -0.11
H 1.1815 3.1246 -2.2266 0.51 0.21 -0.19
H 0.5342 3.6101 -3.8842 0.77 0.26 -0.13
H -0.0414 2.2363 -3.0661 -0.44 -0.06 0.33
H 0.7746 5.2084 -1.2858 -0.02 0.12 -0.32
H 0.3573 5.7913 -2.9552 0.42 -0.23 -0.20
H -1.4913 5.7239 -0.6181 -0.36 -0.11 0.01
H -1.9177 7.0175 -3.4026 -0.08 -0.08 0.11
H -2.9631 7.0889 -1.9323 -0.42 0.06 -0.44
H -2.6885 5.5061 -2.7657 -0.19 0.35 -0.18
H -0.2373 8.0188 -1.8099 0.23 -0.03 0.04
H -1.0182 7.9680 -0.4190 -0.10 -0.16 0.10
C 0.5039 0.5095 4.6690 0.61 0.93 -0.44
O -0.6637 0.2288 3.9643 0.50 -0.50 -0.35
C -1.8155 0.7275 4.5478 -0.26 -0.01 -0.19
C -3.0144 0.0963 3.8831 1.07 0.44 0.24
C -3.0257 0.5613 2.4539 -0.81 -0.46 -0.83
N -4.0748 0.6046 4.6941 -1.63 -0.10 -0.03
H 0.5019 0.1567 5.7065 0.01 -0.26 -0.19
H 0.6836 1.5967 4.6832 -0.08 -0.03 0.23
H 1.3108 0.1065 4.0567 0.18 -0.35 0.44
H -1.8123 0.5553 5.6219 -0.02 -0.08 0.31
H -1.9615 1.7912 4.3553 0.39 0.39 0.26
H -2.8839 -0.9864 3.8175 -0.20 -0.30 0.44
H -2.1163 0.1978 1.9919 0.32 0.06 -0.18
H -3.1083 1.6335 2.2842 -0.01 0.09 0.33
H -3.8350 0.0691 1.9011 -0.08 0.15 0.04
H -4.9783 0.4544 4.2613 -0.08 0.04 0.07
H -4.1076 0.1754 5.6139 0.09 0.01 -0.17
C 3.1016 -1.9648 -0.4953 -0.18 -0.15 0.37
O 3.8097 -2.7747 0.4085 0.40 0.55 0.07
C 5.1418 -2.3331 0.3632 0.99 -1.63 0.75
C 5.9333 -3.0374 1.4794 -0.22 -0.41 -0.94
C 6.0643 -4.5419 1.1870 0.75 0.19 0.76
N 5.3994 -2.7830 2.7944 0.24 0.07 0.52
H 3.4816 -2.0526 -1.5294 -0.23 -0.04 0.27
H 3.2239 -0.9309 -0.1522 -0.46 0.12 -0.36
H 2.0875 -2.3196 -0.3919 -0.47 0.36 -0.47
H 5.5506 -2.7368 -0.5537 0.42 0.50 -0.73
H 5.2614 -1.2451 0.4255 -0.27 0.04 -0.03
H 6.9653 -2.6833 1.4212 -0.03 0.37 0.17
H 6.7329 -4.9475 1.9531 -0.26 -0.11 0.14
H 6.6362 -4.6902 0.2700 -0.46 -0.02 -0.27
H 5.1365 -5.1129 1.2075 -0.05 0.19 -0.21
H 4.4826 -3.2015 2.9042 0.00 0.16 -0.13
H 5.3310 -1.7800 2.9384 -0.17 -0.17 0.14
C 1.2980 -3.4422 3.9399 0.61 -0.60 0.12
O 0.3658 -3.7396 2.9501 0.14 -0.66 -0.32
C -0.4493 -2.6593 2.5567 0.35 -0.72 0.61
C -1.4054 -3.1714 1.4936 -0.13 0.39 0.99
C -2.3373 -4.2253 2.0933 -0.06 0.24 -0.37
N -0.7452 -3.6696 0.2928 -0.30 -0.06 0.39
H 1.8837 -4.3226 4.1930 -0.45 -0.60 -0.04
H 0.8078 -3.1226 4.8544 0.06 0.54 0.21
H 2.1062 -2.8053 3.5899 -0.23 1.00 -0.07
H -0.9916 -2.3011 3.4362 -0.21 0.19 -0.05
H 0.1913 -1.8489 2.2214 0.10 0.45 -0.40
H -2.0233 -2.2889 1.2922 -0.11 0.02 -0.57
H -2.9879 -3.7649 2.8403 0.12 -0.07 0.06
H -1.7802 -5.0454 2.5503 -0.05 0.05 -0.10
H -2.9799 -4.5945 1.2951 -0.05 -0.25 0.04
H -0.5429 -4.6586 0.4379 0.30 0.34 -0.21
H 0.1157 -3.1509 0.1496 0.02 -0.34 -0.13
C 3.5266 2.8353 2.6467 0.02 0.27 -0.02
O 2.7177 3.8323 2.0621 -0.24 0.03 0.04
C 1.3169 3.6645 2.1164 -0.20 -0.86 -1.53
C 0.7472 2.7073 0.9865 1.36 0.83 0.63
C -0.6991 2.9962 0.7958 0.18 0.44 0.22
N 0.8823 1.2995 1.2783 0.38 -0.65 0.06
H 3.7837 2.0246 1.9443 -0.02 0.21 0.10
H 3.0542 2.4009 3.5345 -0.02 0.00 0.04
H 4.4313 3.3695 2.9518 0.04 -0.41 -0.03
H 0.9920 3.2636 3.0853 -0.03 0.29 0.12
H 0.8965 4.6473 1.8823 0.06 -0.02 0.48
H 1.3323 2.9187 0.1006 0.15 0.16 -0.38
H -0.7849 4.0531 0.5569 -0.44 -0.04 -0.13
H -1.0945 2.8197 1.8003 -0.83 -0.03 -0.27
H -1.1291 2.3742 0.0072 -0.19 0.11 0.29
H 1.7795 1.0951 1.7011 -0.03 -0.11 0.05
H 0.1575 1.0519 1.9304 -0.17 -0.39 0.53
N -1.1327 -3.1246 -5.4642 1.51 -2.26 1.14
C -1.9287 -2.0829 -5.6654 -1.52 -0.33 -3.14
N -2.1508 -1.1253 -4.8030 0.17 1.99 2.23
O -2.4778 -2.0059 -6.7515 -0.66 0.24 -1.49
H -1.2452 -3.6880 -6.2911 0.26 -0.33 -0.07
H -1.2907 -3.6873 -4.6397 0.26 0.10 0.48
H -1.4017 -0.9621 -4.1527 0.07 0.26 0.33
H -2.4634 -0.3081 -5.3295 -0.09 0.04 0.73
N -3.0570 -3.1731 -1.3969 -0.24 3.06 3.34
C -3.2748 -3.9399 -2.3973 1.28 -1.98 -1.02
N -4.2586 -3.7431 -3.2563 -2.04 0.89 -2.36
O -2.5108 -4.8574 -2.5757 1.77 -2.49 -0.72
H -2.2609 -3.4903 -0.8389 0.05 0.53 0.28
H -3.6947 -2.4452 -1.1083 0.23 -0.19 0.06
H -3.9677 -4.1797 -4.1255 -0.50 -0.21 0.08
H -4.4049 -2.7715 -3.4437 -0.53 0.63 -0.06
C -3.2964 1.4891 -3.2887 1.25 0.55 -2.05
O -3.2431 1.5015 -4.7685 0.08 0.65 1.45
H -2.3612 1.8931 -2.8986 0.06 0.21 0.05
H -4.0954 2.1448 -2.9853 -0.59 -0.43 0.53
H -3.2748 0.4511 -3.0565 -0.86 -0.69 0.66
H -3.0057 2.4196 -4.9336 0.00 -0.07 -0.62
C -0.5315 -0.4925 -1.2940 1.76 0.21 -0.26
O 0.7977 0.1130 -1.2246 -1.19 -0.55 0.58
H -1.1551 0.1728 -1.8875 -0.39 -0.27 0.11
H -0.3808 -1.4684 -1.7401 -0.46 -0.20 -0.39
H -0.8942 -0.6706 -0.2809 -0.36 0.25 -0.03
H 0.8306 0.3437 -0.2696 0.68 0.63 -0.15
C 1.9311 -0.9406 -4.4142 -0.35 -0.20 0.19
O 1.8860 0.3328 -3.8030 0.15 0.35 -0.34
H 0.9362 -1.2791 -4.7454 0.18 0.09 0.03
H 2.5838 -0.9315 -5.2909 -0.02 0.19 0.15
H 2.3063 -1.6760 -3.7057 0.13 -0.28 -0.03
H 1.7452 0.2410 -2.8507 -0.20 -0.10 0.01
```
Positions in Å, forces in eV/Å.

Output
LUMO level = 0.23 eV
Energy = -2242.60529 a.u.
Relative energy (zero: lowest compared OMol25 entry of this formula, charge and spin) = 11.1 kcal per mole
Net charge = 0
SMILES = COC[C@H](C)N.COC[C@H](C)N.COC[C@H](C)N.COC[C@H](C)N.COC[C@H](C)N.NC(N)=O.NC(N)=O.CO.CO.CO
E_HOMO = -0.336 hartree
Gap between HOMO and LUMO = 9.387 eV